Record 1
Below is 11 unconnected molecules or ions with the total composition H22O11, with properties calculated with the ωB97M-V functional and the def2-TZVPD basis.

```
33
Properties=species:S:1:pos:R:3:nbo_charge:R:1
O 0.29 -1.09 0.63 -0.9371
H 0.77 -1.85 0.27 0.4702
H 0.93 -0.37 0.58 0.4674
O 3.49 1.95 -1.97 -0.9484
H 3.94 1.86 -2.82 0.4865
H 2.57 1.73 -2.16 0.4789
O -4.35 -0.59 2.38 -0.9473
H -3.73 -0.80 1.68 0.4611
H -4.49 0.36 2.29 0.4786
O -3.60 0.20 -2.41 -0.9308
H -2.99 0.50 -1.72 0.4676
H -3.23 0.57 -3.22 0.4634
O -3.10 -3.21 -0.10 -0.9339
H -2.33 -3.00 -0.64 0.4667
H -3.08 -4.17 -0.02 0.4674
O -3.12 1.38 2.93 -0.9356
H -3.19 2.33 3.08 0.4673
H -2.24 1.26 2.55 0.4754
O -0.29 2.51 -0.41 -0.9418
H -0.44 2.92 -1.27 0.4657
H -0.80 3.05 0.20 0.4797
O 2.70 -0.23 -2.80 -0.9387
H 2.54 -0.18 -1.86 0.4705
H 3.56 -0.66 -2.87 0.4694
O 3.62 -3.62 -1.49 -0.9283
H 3.87 -3.11 -2.26 0.4631
H 3.94 -3.10 -0.74 0.4658
O 0.98 -1.74 5.31 -0.9393
H 0.41 -1.53 4.56 0.4712
H 0.70 -2.62 5.58 0.4682
O 2.28 4.10 -0.93 -0.9588
H 2.95 3.43 -1.13 0.4883
H 1.45 3.71 -1.22 0.4476
```

## Properties
SMILES string	O.O.O.O.O.O.O.O.O.O.O
LUMO level	-0.01929	Eh
total energy	-840.7565	Ha


Record 2
Below is a molecular structure, C24H34N5RbSb, with properties calculated with the ωB97M-V functional and the def2-TZVPD basis.

```
65
Properties=species:S:1:pos:R:3:nbo_charge:R:1
Rb -0.13 0.01 -0.21 0.9168
C -3.35 -2.97 -0.29 -0.6497
C -2.70 -2.34 0.91 0.2322
C -2.24 -3.11 1.97 -0.2509
C -1.66 -2.48 3.06 -0.1497
C -1.59 -1.10 3.07 -0.2877
C -2.09 -0.40 1.98 -0.1137
N -2.61 -1.01 0.92 -0.5144
Sb -2.36 1.76 2.07 1.0560
C -2.93 2.15 0.01 -0.0530
C -4.05 2.95 -0.14 -0.2810
C -4.49 3.26 -1.42 -0.1425
C -3.79 2.75 -2.50 -0.2364
C -2.67 1.95 -2.27 0.2210
C -1.87 1.38 -3.40 -0.6408
N -2.26 1.66 -1.03 -0.5097
C -0.24 2.25 1.98 -0.1030
C 0.53 2.13 3.13 -0.2942
C 1.80 2.70 3.13 -0.1500
C 2.23 3.39 2.01 -0.2536
C 1.40 3.46 0.89 0.2248
C 1.81 4.21 -0.34 -0.6506
N 0.19 2.88 0.89 -0.5060
H -3.18 -4.04 -0.33 0.2210
H -2.99 -2.51 -1.21 0.2251
H -4.43 -2.79 -0.25 0.2456
H -2.34 -4.19 1.95 0.2287
H -1.29 -3.06 3.89 0.2303
H -1.19 -0.57 3.93 0.2232
H -4.57 3.33 0.73 0.2289
H -5.36 3.88 -1.57 0.2305
H -4.10 2.96 -3.51 0.2262
H -2.28 1.69 -4.36 0.2299
H -1.89 0.29 -3.36 0.2210
H -0.84 1.71 -3.34 0.2230
H 0.15 1.64 4.01 0.2228
H 2.43 2.63 4.01 0.2312
H 3.20 3.86 1.99 0.2297
H 2.88 4.15 -0.50 0.2221
H 1.55 5.27 -0.21 0.2432
H 1.27 3.84 -1.21 0.2310
C 3.67 0.67 -1.16 -0.4150
N 2.90 -0.40 -0.52 -0.4651
C 3.01 -0.25 0.93 -0.4412
C 3.42 -1.69 -0.95 -0.2328
C 2.62 -2.89 -0.46 -0.2336
N 1.18 -2.81 -0.69 -0.4634
C 0.54 -3.94 -0.03 -0.4139
C 0.88 -2.85 -2.12 -0.4308
H 4.72 0.67 -0.84 0.1795
H 3.23 1.64 -0.93 0.1968
H 3.64 0.53 -2.24 0.2067
H 4.02 -0.48 1.29 0.1879
H 2.30 -0.92 1.44 0.1946
H 2.77 0.77 1.22 0.2114
H 4.46 -1.83 -0.60 0.1857
H 3.44 -1.69 -2.04 0.2018
H 2.78 -3.02 0.62 0.2009
H 3.05 -3.78 -0.95 0.1869
H 0.87 -4.91 -0.44 0.1795
H -0.55 -3.88 -0.15 0.1974
H 0.76 -3.92 1.04 0.2031
H 1.33 -3.73 -2.61 0.1864
H 1.26 -1.95 -2.61 0.1988
H -0.20 -2.90 -2.26 0.2011
```

## Properties
net charge	+1
LUMO level	-0.07789	Eh
total energy	-1472.8444	Ha